Record 1
Here is a molecular structure, C44H64AsF3I2N5O8RbSi3 in a non-equilibrium geometry from OMol25. Energies are from the ωB97M-V functional and the def2-TZVPD basis.

Properties
Lowest unoccupied orbital energy   3.42 eV
Spin multiplicity   1
Highest occupied orbital energy   -2.86 eV
HOMO-LUMO gap   6.3 eV
Total charge   -2

CARTESIAN COORDINATES (ANGSTROEM)
Rb1 0.55421 -0.16295 0.57486
C1 3.13611 4.13526 -4.22580
C2 3.55782 4.28429 -2.78873
C3 4.56791 5.16750 -2.42735
C4 4.96994 5.28922 -1.10189
C5 4.37064 4.49213 -0.13950
C6 3.36083 3.58785 -0.46237
C7 2.79338 2.67956 0.59880
C8 2.91484 3.50505 -1.79827
N1 1.95554 2.59280 -2.24188
C9 0.76069 2.43901 -1.74448
O1 0.13675 3.05183 -0.82824
C10 -0.00489 1.39585 -2.54288
C11 -0.72822 1.80372 -3.65630
C12 -1.40407 0.84802 -4.39688
C13 -1.32129 -0.47834 -4.01431
C14 -0.56405 -0.80562 -2.89891
N2 0.06589 0.11582 -2.15673
C15 -0.41830 -2.28183 -2.55108
O2 -1.44136 -2.83790 -2.05136
N3 0.73649 -2.74267 -2.95727
C16 1.39023 -3.96045 -2.78014
C17 1.42094 -4.74930 -1.60148
C18 0.57208 -4.42186 -0.40723
C19 2.28043 -5.84578 -1.53678
C20 3.09871 -6.21024 -2.59514
C21 3.06186 -5.45095 -3.75824
C22 2.23100 -4.34296 -3.86215
C23 2.23040 -3.50876 -5.11729
H1 3.85231 4.62037 -4.89473
H2 3.04974 3.07760 -4.48266
H3 2.14771 4.57518 -4.39481
H4 5.05080 5.76640 -3.19463
H5 5.75825 5.98219 -0.82771
H6 4.69110 4.56870 0.89551
H7 3.12022 2.99517 1.59169
H8 1.70243 2.67661 0.57272
H9 3.14787 1.65339 0.44983
H10 -0.74443 2.85382 -3.92677
H11 -1.98465 1.13923 -5.26478
H12 -1.82252 -1.26432 -4.56480
H13 -0.48461 -4.48900 -0.64870
H14 0.74541 -3.39538 -0.08169
H15 0.79784 -5.09684 0.41964
H16 2.31144 -6.42530 -0.61799
H17 3.75911 -7.06636 -2.51281
H18 3.71262 -5.70185 -4.59176
H19 3.08892 -3.75834 -5.74919
H20 1.31300 -3.66660 -5.69406
H21 2.25883 -2.44949 -4.85527
C24 2.93821 -4.51670 2.67559
C25 4.14806 -4.76962 2.04960
C26 4.48364 -4.04888 0.91749
C27 3.59523 -3.09011 0.44204
N4 2.45229 -2.81378 1.06716
C28 2.13202 -3.51689 2.15259
C29 3.87752 -2.30646 -0.79736
C30 4.67561 -2.81470 -1.81147
C31 4.91172 -2.03111 -2.92979
C32 4.33615 -0.77660 -3.00977
C33 3.53445 -0.35100 -1.96044
N5 3.31764 -1.09476 -0.87219
H22 2.61812 -5.07506 3.54718
H23 4.82793 -5.51792 2.44024
H24 5.42999 -4.21297 0.41856
H25 1.18532 -3.26944 2.62658
H26 5.07823 -3.81697 -1.74563
H27 5.53089 -2.41186 -3.73424
H28 4.49224 -0.13434 -3.86745
H29 3.04467 0.61849 -1.99752
O3 -2.92790 -0.82375 -1.06306
H30 -2.42877 -1.61662 -1.41119
H31 -3.84527 -1.11641 -1.05087
O4 4.39551 -0.15769 1.81682
H32 4.03852 -0.47291 0.97307
H33 3.62475 -0.19422 2.40592
O5 -2.49405 0.19031 1.76975
H34 -1.72074 0.49657 2.29072
H35 -2.42916 0.65341 0.90048
I1 -2.08845 -2.24526 1.81267
I2 -1.99241 -4.97313 2.18488
O6 -2.31535 1.88310 -0.43953
H36 -2.44020 1.15453 -1.07531
H37 -1.44718 2.30888 -0.64910
C34 1.04354 5.90039 0.68809
Si1 -0.75242 5.71422 1.17184
C35 -1.05772 7.21992 2.28687
C36 -1.76955 6.05758 -0.37028
As1 -1.21529 3.57330 2.02941
Si2 -0.46543 3.83475 4.24515
C37 1.34827 3.35071 4.31728
C38 -1.47107 2.74461 5.39690
C39 -0.49593 5.50371 5.13775
Si3 -3.53049 3.89065 2.41641
C40 -4.36305 2.42660 3.25371
C41 -4.48985 4.17963 0.81550
C42 -4.00946 5.35438 3.51643
H38 1.26549 6.94541 0.44168
H39 1.27293 5.27726 -0.18242
H40 1.71872 5.59026 1.49766
H41 -1.29095 8.09430 1.66543
H42 -0.16360 7.45083 2.87530
H43 -1.88318 7.07278 2.98948
H44 -1.29803 6.86078 -0.94703
H45 -2.79390 6.35858 -0.12376
H46 -1.81468 5.16239 -1.00291
H47 1.58140 2.57536 3.58047
H48 1.60694 2.96035 5.30801
H49 1.98850 4.21535 4.10972
H50 -1.64786 1.75865 4.95422
H51 -2.44725 3.19895 5.60838
H52 -0.94381 2.59674 6.34664
H53 0.18261 6.22724 4.67304
H54 -0.17103 5.35013 6.17440
H55 -1.49574 5.95365 5.15861
H56 -4.66732 1.68058 2.51779
H57 -5.25332 2.77613 3.79211
H58 -3.70822 1.92082 3.96948
H59 -5.20538 3.36817 0.65189
H60 -3.82004 4.19365 -0.04825
H61 -5.03573 5.12958 0.84983
H62 -3.47363 5.33833 4.47462
H63 -5.08497 5.31760 3.73005
H64 -3.79514 6.31273 3.03082
F1 0.61692 -0.24467 5.86305
C43 0.12499 -0.84568 4.75170
F2 0.48211 -2.14283 4.81230
F3 -1.21239 -0.79704 4.84359
C44 0.68065 -0.14068 3.46614
O7 1.82724 -0.46651 3.14066
O8 -0.09830 0.68131 2.92610

Forces on atoms 1 to 3 (eV/Å):
Rb 0.6383 -0.2918 -0.9239
C -0.0219 0.0290 0.0583
C -0.0805 -0.0305 0.1422

***

Record 2
Here is a molecular structure, C25H23CoF6N6O6S2 from OMol25. Energies are from the ωB97M-V functional and the def2-TZVPD basis.

Properties
Lowest unoccupied orbital energy (alpha / beta)   -4.24 / -4.30 eV
ΔE to the lowest compared entry with this formula, charge and spin   0.0000 eV
Spin multiplicity   2
Highest occupied orbital energy (alpha / beta)   -11.69 / -11.70 eV
⟨S²⟩   0.7549
HOMO-LUMO gap (alpha / beta)   7.5 / 7.4 eV
Total charge   +1

CARTESIAN COORDINATES (ANGSTROEM)
Co1 -0.73426 -0.48836 -0.20688
C1 1.42123 -4.30453 0.14325
O1 0.00336 -4.46692 -0.19388
C2 -0.46535 -3.24518 -0.31123
N1 0.34069 -2.24783 -0.26527
C3 1.70451 -2.81075 -0.12203
C4 2.56002 -2.20505 0.95510
C5 3.93092 -2.08129 0.75582
C6 4.74072 -1.63734 1.79074
C7 4.18681 -1.32540 3.02529
C8 2.82031 -1.45596 3.22814
C9 2.01060 -1.89516 2.19284
C10 -1.90232 -3.00865 -0.55841
C11 -2.91796 -3.92812 -0.75021
C12 -4.18805 -3.43616 -1.03343
C13 -4.41286 -2.06415 -1.12529
C14 -3.33620 -1.22339 -0.91849
N2 -2.12714 -1.70465 -0.64431
C15 -3.27134 0.25148 -0.95235
N3 -2.15655 0.81437 -0.65979
C16 -2.33892 2.27376 -0.78435
C17 -3.78344 2.37404 -1.33254
O2 -4.29515 0.99493 -1.28941
C18 -1.29988 2.91169 -1.67055
C19 -0.95900 4.24364 -1.46326
C20 -0.01657 4.85472 -2.27408
C21 0.60570 4.13403 -3.28540
C22 0.27203 2.80488 -3.49389
C23 -0.68831 2.20010 -2.69389
H1 1.99669 -4.98517 -0.47546
H2 1.52444 -4.55997 1.19633
H3 2.18455 -2.66902 -1.09437
H4 4.36510 -2.31572 -0.20944
H5 5.80601 -1.53441 1.63259
H6 4.82192 -0.98094 3.83058
H7 2.37943 -1.21803 4.18750
H8 0.94882 -2.04037 2.35553
H9 -2.71602 -4.98688 -0.67395
H10 -5.00665 -4.12511 -1.18922
H11 -5.38783 -1.65728 -1.35276
H12 -2.26695 2.69747 0.21724
H13 -3.81851 2.68890 -2.37287
H14 -4.44454 2.98291 -0.72414
H15 -1.41001 4.79527 -0.64692
H16 0.24598 5.89064 -2.10577
H17 1.35336 4.60834 -3.90709
H18 0.75954 2.22768 -4.26785
H19 -0.95485 1.16493 -2.88182
F1 -1.67057 2.22170 4.12682
C24 -2.12945 1.15948 3.49327
F2 -2.74685 1.55041 2.37123
F3 -2.99917 0.51944 4.25591
S1 -0.73344 0.00622 3.06385
O3 -1.23143 -0.69237 1.87924
O4 -0.49051 -0.77026 4.22639
N4 0.50285 0.92427 2.74107
S2 0.63405 1.69586 1.39099
O5 0.67609 0.79223 0.22133
O6 -0.19942 2.84542 1.25315
C25 2.38100 2.29453 1.46541
F4 2.58482 2.91962 2.60891
F5 3.22645 1.28567 1.34127
F6 2.54570 3.13457 0.45306
N5 3.00418 0.08911 -1.98381
N6 1.75630 -0.17237 -2.63032
H20 2.97725 -0.15724 -0.99634
H21 3.17059 1.08634 -2.03953
H22 0.97332 0.12751 -2.05308
H23 1.68416 -1.17213 -2.76924

Forces on atoms 1 to 3 (eV/Å):
Co 0.2100 -0.0762 -0.0753
C -0.0907 0.0357 0.0063
O -0.0229 -0.0237 -0.0589

***

Record 3
Here is a single C4H7N3O molecule in a non-equilibrium geometry from OMol25. Energies are from the ωB97M-V functional and the def2-TZVPD basis.

Properties
Structure (SMILES)   CC1=NNCC=NO1
Lowest unoccupied orbital energy   0.80 eV
ΔE to the lowest compared entry with this formula, charge and spin   4.5861 eV
Spin multiplicity   1
Highest occupied orbital energy   -7.95 eV
HOMO-LUMO gap   8.8 eV

CARTESIAN COORDINATES (ANGSTROEM)
C1 -0.12666 2.16166 1.17786
C2 -0.15158 0.85211 0.50363
N1 -0.55452 0.76235 -0.75532
N2 -0.72809 -0.36249 -1.47268
C3 -0.35817 -1.67630 -0.81645
C4 1.01704 -1.55270 -0.22683
N3 1.24290 -0.91463 0.80002
O1 0.16684 -0.15000 1.41473
H1 -0.52564 2.09058 2.22075
H2 -0.55642 2.98138 0.67516
H3 0.91058 2.45129 1.32694
H4 -0.85533 -0.26562 -2.45323
H5 -1.06217 -1.88271 -0.02734
H6 -0.38656 -2.43295 -1.70732
H7 1.96777 -2.06197 -0.65991

Forces on atoms 1 to 3 (eV/Å):
C 0.8357 -0.0554 1.7908
C -1.9347 -0.1422 -3.0395
N 0.8058 1.0136 2.4948

***

Record 4
Here is a molecular structure, C23H55CoN3O2P4 in a non-equilibrium geometry from OMol25. Energies are from the ωB97M-V functional and the def2-TZVPD basis.

Properties
Lowest unoccupied orbital energy (alpha / beta)   -7.97 / -11.71 eV
ΔE to the lowest compared entry with this formula, charge and spin   3.4832 eV
Spin multiplicity   5
Highest occupied orbital energy (alpha / beta)   -15.79 / -16.33 eV
⟨S²⟩   6.0565
HOMO-LUMO gap (alpha / beta)   7.8 / 4.6 eV
Total charge   +3

CARTESIAN COORDINATES (ANGSTROEM)
Co1 -0.04216 -0.27896 -1.74152
P1 -0.08737 1.28470 -3.00644
P2 -1.97276 -0.37520 -0.97238
P3 1.65024 -0.55115 -0.60120
H1 -1.67029 -4.61637 -0.56185
C1 -0.81755 -4.80993 0.11871
C2 -0.84177 -4.52217 1.40933
H2 -1.68181 -3.97315 1.83349
C3 -0.70703 0.67929 -4.63542
C4 -1.16550 2.76516 -2.70937
C5 1.48340 2.15005 -3.34110
C6 -2.60918 -1.59510 0.22308
C7 -2.49373 1.12766 -0.05359
C8 -3.29156 -0.45789 -2.24873
C9 1.55084 -1.86759 0.66311
C10 2.03751 0.90543 0.42037
C11 3.26220 -0.92174 -1.36175
H3 0.11703 -5.11066 -0.37716
H4 -0.05089 -4.83467 2.09908
H5 0.06220 0.01666 -5.05567
H6 -0.87517 1.56642 -5.26147
H7 -1.64372 0.11268 -4.50596
H8 -1.02030 3.50021 -3.52082
H9 -0.87565 3.21769 -1.74515
H10 -2.22586 2.47197 -2.66796
H11 1.35298 2.78827 -4.23023
H12 2.27916 1.41310 -3.51388
H13 1.75484 2.76596 -2.46911
H14 -3.69244 -1.47517 0.32206
H15 -2.14812 -1.41117 1.19661
H16 -2.40132 -2.61996 -0.08777
H17 -3.52393 0.99279 0.28892
H18 -2.43346 2.02799 -0.66575
H19 -1.83914 1.21709 0.81760
H20 -4.25420 -0.58304 -1.74564
H21 -3.11150 -1.32021 -2.89814
H22 -3.31589 0.45604 -2.84884
H23 2.54356 -2.02310 1.10553
H24 1.21830 -2.80007 0.19360
H25 0.83246 -1.58243 1.44281
H26 3.02721 0.78711 0.87550
H27 1.26695 0.95213 1.19887
H28 2.02241 1.82115 -0.17999
H29 3.96852 -1.12300 -0.55761
H30 3.59504 -0.06506 -1.94595
H31 3.20334 -1.79609 -2.00932
C12 1.30038 -3.25635 -3.59462
C13 0.88378 -2.95732 -4.90289
C14 1.52467 -3.56454 -5.98076
C15 2.59193 -4.46495 -5.79408
C16 2.99111 -4.76161 -4.48552
C17 2.35001 -4.18726 -3.39379
O1 0.64318 -2.80116 -2.47980
H32 0.32393 -1.73422 -2.54386
H33 0.03211 -2.28901 -5.07024
H34 1.20998 -3.36028 -7.00498
H35 3.09183 -4.93188 -6.65413
H36 3.81590 -5.46232 -4.33087
H37 2.64050 -4.45776 -2.38412
C18 1.34573 3.57491 2.33402
N1 -0.01813 3.24778 2.76243
C19 -1.02446 3.99120 1.99478
P4 -0.39408 1.69210 3.26387
O2 -0.57599 0.58181 2.28087
N2 0.88149 1.30888 4.26351
C20 1.09467 -0.10763 4.57344
C21 1.29296 2.19634 5.35443
N3 -1.84945 2.00744 4.02109
C22 -2.71650 0.87869 4.33914
C23 -1.97067 3.11904 4.96036
H38 1.54027 4.64220 2.52796
H39 1.47910 3.39251 1.25493
H40 2.08083 2.97566 2.88171
H41 -0.93642 3.78349 0.91584
H42 -2.03191 3.72099 2.32013
H43 -0.87721 5.06965 2.15598
H44 0.88653 -0.72829 3.69656
H45 2.14622 -0.23379 4.86109
H46 0.45255 -0.44160 5.40492
H47 2.31755 1.90724 5.64213
H48 1.30586 3.24785 5.03968
H49 0.63878 2.08954 6.23958
H50 -2.43689 0.41164 5.29517
H51 -3.74504 1.25021 4.41007
H52 -2.66390 0.12630 3.54758
H53 -1.69702 2.81284 5.98313
H54 -1.33928 3.96043 4.65514
H55 -3.02080 3.44555 4.95118

Forces on atoms 1 to 3 (eV/Å):
Co -0.3675 -1.7789 0.0535
P -0.6062 3.7306 -2.4828
P -3.6866 0.3655 1.4155